[1]
DFT (ωB97M-V/def2-TZVPD) results for a single C22H21NO2 molecule in a non-equilibrium geometry.

- largest force on an atom (hartree/bohr) = 0.095
- SMILES = O=C1[C@@H](CC2=CCc3cccc4c3N2CC=C4)CO[C@@H]2C=CC=C[C@@H]12
- E_tot (eV) = -28735.311
- LUMO level (eV) = 0.68
- HOMO-LUMO gap (eV) = 8.35
- E_HOMO (eV) = -7.67

The geometry in ORCA input format:
```
! RIJCOSX wB97M-V def2-TZVPD def2/J DEFGRID3
* xyz 0 1
C 0.4366 -0.1100 3.2321
H 3.5962 4.4482 1.6547
N -0.7159 1.4547 1.8314
H -0.3243 -2.0368 1.6433
C 0.6473 -2.4925 -3.9227
C 0.5387 -0.7568 -0.6739
H -1.3600 -0.0854 -0.4471
C 0.0707 -3.4066 -4.6625
H 0.8265 0.3061 -0.5101
C -0.8964 -0.9453 -0.1121
C 0.5321 3.2867 0.9023
C -0.5009 3.3647 -0.1237
H 1.2136 -1.4726 -0.1536
C -0.9033 -1.1631 1.3700
C 2.6163 2.9103 2.7937
H 3.4864 2.7734 3.4357
H -1.2270 -5.3132 -4.5623
O -1.7683 -3.2259 -0.2427
H -1.8632 -1.3394 1.6801
C 0.4021 -2.3217 -2.4324
H 2.1287 0.5648 4.3529
C -1.1573 -2.4771 -2.2901
C 0.3430 2.3675 1.9063
H -0.3383 3.9598 -1.0530
C -1.4442 -2.2289 -0.7981
C 1.2662 1.0065 3.9130
C -2.0517 2.0221 1.3679
C -0.9091 -4.3017 -4.1109
H 1.5308 -1.9348 -4.4653
H -1.7453 -1.6640 -2.8390
C -1.5080 -3.8865 -2.9006
H 1.0526 -3.1468 -2.0423
H 0.8307 1.4212 4.7638
C 2.7162 3.8319 1.7423
C 1.4180 2.1342 2.8509
H -2.5009 3.0391 -0.7241
C -1.7574 2.8308 0.0586
C -0.4794 0.0964 2.1696
H -2.2346 -4.5003 -2.3787
O 0.7050 -0.9799 -2.1417
H 1.7213 4.7295 0.0541
H 0.3534 -3.4791 -5.6648
H -2.4834 2.6240 2.1536
H 0.7895 -1.1646 3.3724
H -2.7659 1.2723 1.1822
C 1.7134 3.9887 0.8206
*
```

[2]
DFT (ωB97M-V/def2-TZVPD) results for a single C3H3NOS2 molecule in a non-equilibrium geometry.

- largest force on an atom (hartree/bohr) = 0.020
- SMILES = Sc1cc(S)on1
- E_tot (eV) = -28365.892
- LUMO level (eV) = 0.65
- HOMO-LUMO gap (eV) = 9.75
- E_HOMO (eV) = -9.10

The geometry in ORCA input format:
```
! RIJCOSX wB97M-V def2-TZVPD def2/J DEFGRID3
* xyz 0 1
H 1.4065 -2.5913 0.8720
C -0.3298 0.9886 0.0469
C 0.2087 -1.0712 -0.3689
C 0.3465 -0.0415 0.6006
O -0.8493 0.6157 -1.1257
H 0.8912 -0.0559 1.5527
S -0.6386 2.6192 0.6013
N -0.5011 -0.6886 -1.3977
H -1.3735 2.9400 -0.4427
S 0.8394 -2.7150 -0.3384
*
```

E_HOMO of number 1 (C22H21NO2)?
-7.67 eV

The highest E_HOMO belongs to which entry?
C22H21NO2

E_tot of number 2 (C3H3NOS2)?
-28365.892 eV

Among the records above, which one has the highest E_HOMO?
C22H21NO2